C14H18ClMnN10O4 | wB97M-V/def2-TZVPD

Last column: Mulliken spin population.
Cartesian coordinates (Å):
Mn (0.88, -2.12, 0.26)  4.830
O (2.50, -0.57, 3.85)  0.009
C (2.15, -0.84, 2.71)  0.004
O (1.07, -1.38, 2.35)  0.029
C (3.08, -0.45, 1.49)  -0.002
C (4.02, 0.57, 1.55)  -0.006
C (4.37, 1.13, 0.32)  0.012
C (3.75, 0.77, -0.87)  -0.005
C (2.86, -0.34, -0.85)  -0.011
N (2.54, -0.88, 0.35)  0.057
C (1.81, -0.64, -1.99)  0.002
O (2.01, -0.12, -3.09)  0.011
O (0.77, -1.26, -1.65)  0.043
H (4.31, 0.89, 2.52)  0.000
H (5.04, 1.96, 0.29)  0.000
H (3.90, 1.34, -1.77)  0.000
N (2.91, 4.99, -0.44)  0.000
N (1.93, 3.97, -0.26)  0.000
N (1.73, 3.09, -1.19)  0.000
C (0.72, 2.39, -0.72)  -0.001
N (0.33, 2.87, 0.48)  0.000
N (1.07, 3.87, 0.75)  0.000
H (3.48, 4.64, -1.18)  0.000
H (3.52, 4.98, 0.35)  0.000
H (0.23, 1.56, -1.26)  -0.004
C (-1.51, -0.11, -0.08)  0.023
N (-1.43, -1.60, 0.12)  -0.135
C (-2.20, -2.02, 1.26)  0.031
N (-3.61, -1.54, 1.10)  0.003
C (-3.66, -0.11, 0.95)  0.002
N (-2.88, 0.30, -0.27)  0.003
C (-3.43, -0.40, -1.44)  0.003
N (-3.35, -1.83, -1.33)  0.002
C (-1.99, -2.23, -1.14)  0.032
C (-4.08, -2.21, -0.10)  0.001
H (-0.92, 0.10, -0.96)  0.015
H (-1.09, 0.41, 0.78)  -0.015
H (-1.77, -1.57, 2.10)  0.006
H (-2.22, -3.10, 1.33)  0.005
H (-3.23, 0.40, 1.81)  -0.001
H (-4.72, 0.23, 0.82)  0.000
H (-2.80, -0.10, -2.34)  -0.001
H (-4.49, -0.11, -1.59)  0.000
H (-1.41, -1.88, -1.97)  0.008
H (-1.88, -3.30, -1.04)  -0.004
H (-3.97, -3.32, -0.02)  -0.001
H (-5.13, -1.95, -0.17)  0.000
Cl (0.79, -4.50, 0.18)  0.053

Values from the calculation:
* maximum force: 0.0472 hartree/bohr
* LUMO energy (spin up / spin down): 2.411 / 2.406 eV
* HOMO level (spin up / spin down): -5.4 / -6.4 eV
* total charge: -1
* 2S+1: 6
* relative energy (zero: lowest compared OMol25 entry of this formula, charge and spin): 8.1 kcal/mol
* DFT total energy: -3004.1645 a.u.